Entry 1:
# C45H72F5N6O8P2

A cluster of 3 separate species, C45H72F5N6O8P2 in total (wB97M-V/def2-TZVPD, OMol25).

The geometry in XYZ format:
```
138
Properties=species:S:1:pos:R:3:mulliken_charge:R:1
C 4.691 -6.488 -1.005 -0.819
C 6.011 -5.965 -0.141 -0.347
C 7.101 -5.316 -1.223 -0.666
C 6.862 -3.694 -1.459 -0.447
C 6.201 -3.345 -2.945 -0.423
C 4.575 -3.128 -2.882 -0.356
C 3.908 -2.730 -4.343 -0.687
C 2.818 -1.506 -4.007 0.208
C 1.233 -1.927 -4.083 -0.910
C 0.046 -0.797 -3.756 0.380
C -1.503 -1.334 -3.916 0.068
O -2.253 -0.793 -4.904 -0.645
O -2.141 -2.391 -3.112 -0.674
C 0.495 0.731 -3.336 0.212
C -0.689 1.824 -3.032 -0.745
C -1.132 1.951 -1.459 -0.272
C -2.792 1.973 -1.329 -0.624
C -3.349 1.243 0.033 -0.537
C -2.921 -0.331 0.199 -0.575
C -3.909 -1.382 -0.613 -0.149
C -5.148 -1.785 0.392 -0.775
C 2.120 1.115 -3.246 -0.243
C 3.317 0.003 -3.606 0.393
C 4.916 0.486 -3.537 0.512
O 5.791 -0.119 -4.345 -0.565
C 5.413 1.725 -2.530 0.050
C 6.973 1.873 -1.977 0.300
C 8.166 0.824 -2.387 0.320
C 9.485 0.854 -1.413 0.309
O 10.604 1.443 -1.918 -0.565
O 9.584 0.304 -0.051 -0.457
C 7.282 3.182 -1.005 -0.627
C 6.153 4.297 -0.548 0.126
C 6.564 5.534 0.459 0.535
F 5.935 5.376 1.824 -0.245
F 8.049 5.444 0.721 -0.291
C 6.306 7.032 -0.153 0.661
F 5.039 7.196 -0.903 -0.203
F 7.455 7.333 -1.054 -0.242
F 6.321 8.055 0.955 -0.249
C 4.610 4.065 -1.150 -0.524
C 4.207 2.820 -2.152 0.111
C 2.677 2.612 -2.796 0.267
O 1.944 3.746 -2.875 -0.589
H 4.929 -6.372 -2.166 0.226
H 3.754 -5.810 -0.716 0.193
H 4.457 -7.616 -0.753 0.283
H 6.485 -6.832 0.493 0.307
H 5.662 -5.088 0.577 0.213
H 7.104 -5.905 -2.253 0.291
H 8.167 -5.517 -0.732 0.294
H 7.943 -3.191 -1.481 0.211
H 6.271 -3.199 -0.577 0.295
H 6.546 -4.190 -3.691 0.270
H 6.714 -2.327 -3.300 0.128
H 4.357 -2.221 -2.137 0.285
H 4.106 -4.112 -2.448 0.075
H 3.341 -3.704 -4.721 0.370
H 4.712 -2.391 -5.146 0.294
H 0.905 -3.038 -4.370 0.207
H -0.424 2.869 -3.544 0.305
H -1.652 1.441 -3.622 0.508
H -0.625 1.111 -0.821 0.361
H -0.788 3.037 -1.103 0.148
H -3.211 3.089 -1.298 0.291
H -3.335 1.459 -2.236 0.312
H -4.534 1.279 0.079 0.282
H -2.973 1.844 0.980 0.185
H -2.960 -0.591 1.360 0.381
H -1.824 -0.583 -0.152 0.207
H -3.267 -2.373 -0.754 0.116
H -4.250 -0.897 -1.624 0.245
H -5.086 -2.959 0.587 0.115
H -6.145 -1.488 -0.144 0.128
H -5.037 -1.261 1.436 0.374
H 8.542 1.118 -3.480 0.296
H 7.746 -0.286 -2.507 -0.094
H 8.658 -0.082 0.125 0.366
H 8.388 3.298 -0.634 0.229
H 3.766 4.849 -0.840 0.345
O -8.208 -3.729 1.112 -0.720
P -9.155 -4.809 0.532 0.821
N -8.945 -5.760 1.904 0.226
C -8.361 -7.060 2.126 -0.989
C -9.638 -5.305 3.107 -1.077
N -8.104 -5.101 -0.797 0.155
C -7.350 -6.298 -1.122 -1.037
C -7.306 -3.947 -1.250 -1.150
N -10.242 -6.051 -0.135 0.029
C -11.645 -5.684 0.086 -1.123
C -10.145 -7.495 -0.216 -1.136
H -9.135 -7.816 2.288 0.349
H -7.722 -7.061 3.017 0.295
H -7.725 -7.407 1.321 0.239
H -10.677 -5.650 3.107 0.279
H -9.647 -4.211 3.172 0.284
H -9.160 -5.659 4.027 0.350
H -6.827 -6.715 -0.264 0.307
H -6.562 -6.117 -1.867 0.409
H -7.977 -7.045 -1.607 0.273
H -6.408 -3.824 -0.643 0.317
H -7.888 -3.018 -1.208 0.315
H -6.995 -4.053 -2.297 0.444
H -11.971 -5.949 1.099 0.324
H -12.305 -6.175 -0.638 0.354
H -11.787 -4.604 -0.040 0.355
H -10.673 -7.991 0.608 0.364
H -9.136 -7.893 -0.230 0.422
H -10.609 -7.834 -1.151 0.279
O -0.074 4.389 3.514 -0.688
P 0.473 5.831 3.373 0.776
N 1.933 5.369 4.069 0.261
C 2.605 5.735 5.292 -0.992
C 2.822 4.579 3.221 -1.231
N -0.737 6.456 4.421 0.176
C -0.589 7.060 5.732 -1.045
C -2.025 5.737 4.416 -1.056
N 1.101 7.489 3.210 0.029
C 1.593 7.726 1.849 -1.177
C 1.818 8.357 4.123 -1.096
H 3.446 6.405 5.093 0.329
H 3.013 4.853 5.800 0.315
H 1.967 6.215 6.024 0.228
H 3.414 5.231 2.571 0.365
H 2.257 3.891 2.582 0.298
H 3.512 3.955 3.801 0.376
H 0.074 6.498 6.386 0.321
H -1.538 7.121 6.284 0.406
H -0.283 8.103 5.659 0.252
H -1.994 4.864 5.069 0.346
H -2.295 5.410 3.404 0.305
H -2.851 6.379 4.748 0.394
H 2.608 7.334 1.719 0.345
H 1.593 8.794 1.605 0.369
H 0.946 7.234 1.113 0.345
H 2.903 8.317 3.965 0.331
H 1.647 8.167 5.178 0.442
H 1.503 9.394 3.955 0.278
```

The gap between HOMO and LUMO comes out at 4.87 eV. Its HOMO energy is -5.1528 eV. As for the net charge: -1.

Entry 2:
# C45H73Cl3F2GeN3OP3SiV

A structure of composition C45H73Cl3F2GeN3OP3SiV (wB97M-V/def2-TZVPD, OMol25).

The geometry in XYZ format:
```
133
Properties=species:S:1:pos:R:3:mulliken_spin:R:1
V 0.579 -0.740 1.904 1.583
C 0.706 -1.517 4.543 0.011
P -1.133 -1.482 4.279 0.011
C -1.235 -0.094 3.019 -0.040
N -0.347 0.904 3.133 0.083
C -0.653 2.100 2.536 0.037
C 0.100 3.248 2.841 0.001
C -0.263 4.455 2.299 0.011
C -1.348 4.544 1.407 0.025
C -2.072 3.430 1.069 -0.013
C -1.752 2.190 1.652 0.041
N -2.480 1.082 1.336 0.034
C -2.277 -0.015 2.012 -0.001
P -3.120 -1.574 1.447 -0.011
C -2.974 -1.258 -0.336 0.004
C -4.969 -1.369 1.715 -0.003
C -5.205 -1.154 3.206 -0.004
C -5.554 -0.205 0.917 -0.001
C -5.593 -2.696 1.274 0.000
C -1.662 -0.600 5.872 0.008
C -1.748 -1.729 6.906 -0.001
C -0.688 0.477 6.347 0.002
C -3.045 0.010 5.669 -0.001
H 1.169 -0.528 4.499 0.004
H 1.216 -2.219 3.877 -0.009
H 0.870 -1.916 5.544 0.000
H 0.923 3.163 3.539 0.000
H 0.278 5.351 2.571 0.001
H -1.617 5.507 0.994 0.000
H -2.900 3.477 0.374 0.000
H -3.170 -0.207 -0.549 0.002
H -3.692 -1.891 -0.858 0.000
H -1.973 -1.529 -0.662 -0.009
H -4.857 -0.171 3.522 0.002
H -4.708 -1.922 3.803 -0.001
H -6.276 -1.212 3.416 0.000
H -4.954 0.700 1.011 0.000
H -6.552 0.016 1.304 0.000
H -5.659 -0.452 -0.140 0.000
H -5.221 -3.533 1.868 0.000
H -5.408 -2.912 0.220 0.000
H -6.675 -2.642 1.411 0.000
H -0.800 -2.258 7.027 0.001
H -2.511 -2.459 6.634 0.000
H -2.013 -1.309 7.879 0.000
H 0.238 0.053 6.734 0.000
H -1.153 1.033 7.164 0.000
H -0.446 1.192 5.560 0.001
H -3.779 -0.747 5.401 0.000
H -3.043 0.793 4.905 0.000
H -3.374 0.469 6.605 0.000
O -0.001 0.433 -0.844 -0.060
N 0.165 -0.233 0.339 -0.584
C 5.058 -1.792 -0.359 0.002
Si 5.400 -0.894 1.221 0.002
C 5.492 -1.853 2.801 0.001
C 5.806 0.897 1.184 -0.002
C 6.334 1.516 2.324 0.000
C 6.579 2.878 2.334 0.000
C 6.284 3.638 1.211 0.000
C 5.767 3.039 0.069 0.000
C 5.541 1.676 0.049 0.002
H 5.985 -1.965 -0.913 0.000
H 4.387 -1.205 -0.983 0.000
H 4.590 -2.756 -0.162 -0.001
H 6.411 -2.445 2.834 0.000
H 4.644 -2.537 2.855 -0.001
H 5.474 -1.199 3.671 0.000
H 6.563 0.933 3.209 0.000
H 6.991 3.348 3.217 0.000
H 6.462 4.705 1.222 0.000
H 5.543 3.640 -0.801 0.000
H 5.146 1.216 -0.849 0.000
Cl 1.994 -2.552 1.352 0.002
Ge -0.646 -3.092 1.710 -0.013
Cl -0.889 -4.013 -0.271 -0.009
Cl -0.353 -4.852 2.913 -0.011
F 2.961 0.340 0.586 0.001
C 2.239 0.571 1.778 -0.084
F 3.177 0.190 2.767 0.004
H 2.154 1.658 1.851 -0.002
C -3.103 -1.666 -5.480 0.000
C -3.640 -0.680 -4.447 0.000
C -2.492 0.131 -3.820 0.002
C -1.193 -0.701 -3.762 -0.006
C -1.559 -2.177 -3.531 -0.001
C -2.228 -2.728 -4.798 -0.001
P 0.051 -0.004 -2.593 -0.007
C 0.196 1.817 -2.851 -0.003
C -0.987 2.646 -2.323 -0.003
C -0.522 4.100 -2.154 -0.001
C 0.441 4.527 -3.276 0.000
C 0.183 3.711 -4.537 0.000
C 0.512 2.227 -4.309 0.001
C 1.706 -0.691 -2.919 0.002
C 1.959 -2.036 -2.214 -0.009
C 3.171 -2.715 -2.841 0.001
C 2.849 -3.172 -4.270 0.000
C 1.870 -2.213 -4.964 0.000
C 2.022 -0.788 -4.439 -0.001
H -2.526 -1.118 -6.232 0.000
H -3.927 -2.145 -6.007 0.000
H -4.185 -1.226 -3.674 0.000
H -4.345 0.009 -4.911 0.000
H -2.776 0.452 -2.819 0.001
H -2.323 1.030 -4.415 0.000
H -0.643 -0.632 -4.710 -0.002
H -2.237 -2.243 -2.692 0.001
H -0.691 -2.783 -3.279 0.000
H -2.833 -3.593 -4.524 0.000
H -1.466 -3.081 -5.497 0.000
H 1.055 2.056 -2.215 -0.004
H -1.344 2.261 -1.370 0.002
H -1.814 2.602 -3.029 0.000
H -0.039 4.213 -1.181 0.001
H -1.399 4.749 -2.158 0.000
H 1.481 4.391 -2.964 0.000
H 0.311 5.586 -3.491 0.000
H 0.790 4.081 -5.363 0.000
H -0.862 3.826 -4.833 0.000
H 1.572 2.061 -4.509 0.000
H -0.059 1.624 -5.021 0.000
H 2.363 0.056 -2.461 0.000
H 1.104 -2.705 -2.321 -0.001
H 2.087 -1.868 -1.152 0.015
H 3.472 -3.571 -2.235 -0.001
H 4.013 -2.019 -2.861 0.000
H 2.418 -4.174 -4.248 0.000
H 3.772 -3.235 -4.847 0.000
H 0.840 -2.552 -4.820 0.000
H 2.051 -2.214 -6.039 0.000
H 1.411 -0.104 -5.029 0.000
H 3.056 -0.467 -4.578 0.000
```

Its multiplicity is 2. Its expectation value of S² is 1.0159. The gap between HOMO and LUMO (spin up / spin down) comes out at 6.78 / 6.36 eV. Its HOMO energy (spin up / spin down) is -12.4861 / -12.4804 eV. As for the net charge: +2.

Entry 3:
# C45H75Cl40F6MgN9O13

A structure of composition C45H75Cl40F6MgN9O13 (wB97M-V/def2-TZVPD, OMol25).

The geometry in XYZ format:
```
189
Properties=species:S:1:pos:R:3:mulliken_charge:R:1
Mg -0.706 -2.928 2.375 4.143
C -0.228 -3.973 4.588 0.212
O -0.451 -2.573 4.622 -0.085
O 0.013 -4.416 3.367 -0.991
C 1.024 -4.334 5.544 0.446
F 1.168 -5.672 5.417 -0.297
F 2.197 -3.743 5.279 -0.198
F 0.745 -4.085 6.875 -0.317
C -1.378 -2.150 5.552 -0.869
C -1.711 -0.663 5.334 0.154
H -1.962 -0.565 4.281 -0.734
H -2.592 -0.360 5.922 0.526
H -0.847 -0.078 5.649 0.056
H -0.921 -2.479 6.483 0.453
H -2.249 -2.819 5.428 0.167
H -1.067 -4.413 5.144 0.358
C -1.536 0.029 1.403 -0.997
O -0.871 0.056 0.113 1.481
O -1.281 -0.960 2.196 -0.018
C -0.905 1.319 2.000 -0.140
F -1.516 1.534 3.234 -0.024
F 0.356 1.311 2.216 0.245
F -1.175 2.415 1.215 -0.146
C -1.603 0.440 -1.073 -0.915
C -0.504 1.059 -1.965 0.748
H 0.081 0.287 -2.507 -0.138
H -0.928 1.595 -2.830 0.435
H 0.135 1.779 -1.428 -0.811
H -2.403 1.155 -0.866 -0.059
H -2.204 -0.397 -1.529 -0.052
H -2.582 0.401 1.315 -0.042
C -0.065 5.051 -2.680 0.855
C 0.530 6.413 -2.775 -0.016
O -0.103 7.464 -2.935 -0.749
N 1.880 6.471 -2.658 0.389
C 2.717 7.718 -2.816 -0.969
H 0.668 4.260 -2.762 -0.177
H -0.868 4.882 -3.404 0.272
H -0.580 5.012 -1.709 -0.433
H 2.270 5.529 -2.535 0.184
H 3.761 7.515 -2.575 0.305
H 2.271 8.536 -2.258 0.260
H 2.648 7.990 -3.857 0.351
C 2.491 -0.990 3.312 -0.487
C 2.063 -1.455 1.924 0.429
O 1.256 -2.381 1.756 -0.911
N 2.657 -0.833 0.895 1.036
C 2.379 -1.141 -0.486 0.161
H 3.562 -1.241 3.361 0.327
H 1.892 -1.379 4.116 -0.255
H 2.430 0.104 3.265 0.289
H 3.399 -0.166 1.056 -0.981
H 2.936 -2.073 -0.767 0.529
H 2.689 -0.291 -1.071 -0.153
H 1.323 -1.326 -0.687 -0.670
C 1.202 -4.832 -5.958 -0.653
C 1.817 -4.993 -4.617 0.427
O 1.800 -4.088 -3.754 -0.423
N 2.528 -6.139 -4.393 -0.153
C 2.924 -7.170 -5.373 -0.952
H 0.715 -5.779 -6.229 0.449
H 1.936 -4.540 -6.697 0.283
H 0.462 -4.047 -5.875 -0.169
H 3.092 -6.071 -3.574 0.266
H 2.055 -7.666 -5.796 0.269
H 3.602 -7.856 -4.890 0.350
H 3.493 -6.735 -6.193 0.320
C -4.695 -3.082 -4.242 -0.622
C -4.002 -4.317 -3.654 0.597
O -2.898 -4.674 -4.037 -0.644
N -4.634 -4.931 -2.611 -0.116
C -4.260 -6.157 -1.993 -0.958
H -4.215 -2.227 -3.790 -0.001
H -5.773 -3.035 -4.004 0.376
H -4.596 -3.085 -5.330 0.246
H -5.576 -4.651 -2.446 0.228
H -4.360 -6.196 -0.917 0.274
H -3.248 -6.481 -2.235 0.308
H -4.977 -6.900 -2.408 0.367
C -0.745 -3.085 -1.756 0.805
C -0.244 -3.773 -0.524 0.072
O -0.938 -3.788 0.519 -1.558
N 0.934 -4.393 -0.601 0.420
C 1.436 -5.335 0.465 -0.732
H -1.069 -2.094 -1.437 -0.847
H -1.585 -3.654 -2.150 -0.206
H 0.109 -3.036 -2.453 0.281
H 1.445 -4.194 -1.441 0.012
H 1.526 -6.376 0.154 0.399
H 0.739 -5.234 1.310 0.073
H 2.374 -5.009 0.887 0.254
C 3.622 0.743 6.666 -0.715
C 4.664 -0.271 6.314 0.554
O 5.557 -0.015 5.486 -0.761
N 4.576 -1.431 6.937 -0.082
C 3.341 -1.907 7.580 -0.690
H 2.629 0.308 6.539 0.146
H 3.776 1.607 6.023 0.087
H 3.708 1.115 7.694 0.428
H 5.197 -2.142 6.631 0.294
H 2.566 -1.878 6.817 0.017
H 3.045 -1.345 8.461 0.309
H 3.409 -2.955 7.859 0.359
C -4.823 -3.833 3.810 -1.504
C -3.887 -3.330 2.770 0.345
O -2.694 -3.312 3.115 -0.874
N -4.397 -3.254 1.536 0.045
C -3.712 -2.732 0.379 0.576
H -4.475 -4.821 4.095 0.284
H -5.860 -3.850 3.452 0.478
H -4.816 -3.242 4.739 0.290
H -5.394 -3.361 1.553 0.315
H -2.728 -3.179 0.395 -0.954
H -3.518 -1.655 0.439 -0.001
H -4.244 -3.009 -0.502 0.416
C 6.439 -0.859 2.203 -1.260
C 5.668 0.365 1.920 0.660
O 5.182 0.524 0.805 -0.690
N 5.603 1.336 2.875 0.016
C 4.776 2.536 2.653 -0.387
H 6.541 -1.030 3.268 0.336
H 7.434 -0.727 1.769 0.371
H 5.950 -1.691 1.701 0.287
H 5.847 1.062 3.838 0.307
H 4.493 3.078 3.551 0.354
H 3.871 2.216 2.156 -0.234
H 5.299 3.148 1.920 0.328
C 5.136 2.225 -2.082 -0.931
C 3.839 2.881 -1.643 0.571
O 3.291 3.779 -2.318 -0.609
N 3.223 2.330 -0.597 1.115
C 1.953 2.798 -0.015 -0.143
H 4.887 1.463 -2.843 -0.026
H 5.659 1.695 -1.290 0.161
H 5.768 3.003 -2.545 0.384
H 3.706 1.573 -0.129 -0.375
H 1.360 3.306 -0.792 -0.899
H 2.117 3.541 0.765 0.441
H 1.399 1.938 0.339 0.009
C -1.717 -1.074 -6.917 0.069
Cl -0.804 0.248 -7.653 -0.043
Cl -1.431 -2.591 -7.784 -0.111
Cl -1.154 -1.276 -5.219 0.101
Cl -3.442 -0.658 -6.984 -0.037
C 0.711 8.105 1.484 0.166
Cl -0.731 9.098 1.256 -0.104
Cl 0.512 6.559 0.657 0.138
Cl 2.139 8.942 0.835 -0.112
Cl 0.968 7.831 3.232 -0.086
C -0.152 4.244 5.287 -0.029
Cl -1.029 4.762 3.848 0.143
Cl -1.115 3.051 6.181 -0.102
Cl 1.431 3.464 4.863 -0.019
Cl 0.192 5.613 6.367 -0.097
C -4.288 3.408 -7.359 0.147
Cl -4.701 5.114 -7.018 -0.099
Cl -5.617 2.359 -6.832 -0.066
Cl -4.073 3.192 -9.079 -0.092
Cl -2.847 3.040 -6.412 0.068
C 2.108 2.544 -5.847 -0.045
Cl 3.447 3.680 -5.494 -0.054
Cl 2.518 1.675 -7.370 -0.089
Cl 1.947 1.369 -4.540 0.182
Cl 0.618 3.475 -6.022 -0.021
C -5.548 1.356 2.719 0.024
Cl -4.460 0.987 4.091 -0.023
Cl -7.034 2.191 3.265 -0.085
Cl -4.632 2.427 1.603 0.063
Cl -6.065 -0.091 1.876 -0.091
C -5.800 1.148 -3.076 -0.152
Cl -4.114 1.192 -3.604 0.347
Cl -6.742 -0.031 -4.048 -0.102
Cl -5.918 0.663 -1.374 0.035
Cl -6.513 2.791 -3.300 -0.049
C -3.916 5.865 -1.449 -0.093
Cl -5.686 6.079 -1.293 -0.113
Cl -3.403 6.423 -3.041 -0.053
Cl -3.073 6.861 -0.228 0.040
Cl -3.532 4.151 -1.205 0.271
C -5.930 6.385 3.718 0.172
Cl -4.613 5.191 3.785 0.055
Cl -6.571 6.690 5.341 -0.099
Cl -5.306 7.947 3.052 -0.090
Cl -7.222 5.757 2.665 -0.081
C 4.587 -1.531 -5.242 0.007
Cl 3.885 -1.571 -3.588 0.077
Cl 5.540 -0.024 -5.501 -0.069
Cl 5.680 -2.952 -5.516 -0.108
Cl 3.231 -1.635 -6.454 -0.053
```

The gap between HOMO and LUMO comes out at 8.26 eV. Its HOMO energy is -8.3471 eV. As for the net charge: 0.

Question: Number 2 is which compound?
Answer: C45H73Cl3F2GeN3OP3SiV

Question: Among the records above, which one has the highest net charge?
Answer: C45H73Cl3F2GeN3OP3SiV

Question: Which of these has the lowest net charge?
Answer: C45H72F5N6O8P2